# 1
Computed, not measured: a structure of composition C40H54Br42FI3N3O3P2S, with ωB97M-V with the def2-TZVPD basis set.

relative energy (zero: lowest compared OMol25 entry of this formula, charge and spin): 28.1 kcal per mole
HOMO-LUMO gap: 6.66 eV
largest force on an atom: 0.0458 hartree/bohr

```
! RIJCOSX wB97M-V def2-TZVPD def2/J DEFGRID3
* xyz 1 1
C -6.42 -4.20 -4.06
C -6.02 -4.23 -2.93
C -5.30 -4.13 -1.63
C -3.85 -3.58 -1.64
C -3.35 -3.71 -3.10
C -2.30 -3.04 -3.67
N -2.87 -4.51 -0.89
C -2.65 -5.82 -1.60
C -2.89 -4.54 0.60
I -0.59 -4.72 0.75
P -3.27 -6.17 1.49
S -4.34 -7.52 0.59
C -3.44 -3.18 1.33
C -2.34 -2.99 2.44
C -2.57 -2.06 3.67
C -1.28 -2.26 4.55
N -0.39 -1.10 4.53
C 0.05 -0.71 3.20
C 1.24 -1.45 2.59
C 1.61 -2.79 2.82
C 2.70 -3.36 2.16
C 3.48 -2.64 1.24
C 3.12 -1.31 0.98
C 2.04 -0.74 1.65
O 1.69 0.55 1.33
C -4.76 -3.29 2.20
I -6.31 -4.77 1.54
C -5.77 -2.12 2.43
C -6.58 -1.64 1.17
I -5.35 -0.31 3.56
N -3.58 -2.02 0.42
O -2.68 -1.02 0.78
C -3.17 0.32 0.80
C -2.46 1.23 1.80
C -3.59 -2.19 -1.05
F -2.31 -1.75 -1.44
P -4.62 -0.76 -1.86
C -3.85 -0.40 -3.51
O -6.13 -1.30 -2.24
H -6.72 -4.15 -5.08
H -5.92 -3.45 -1.03
H -5.29 -5.13 -1.18
H -3.70 -4.53 -3.72
H -2.33 -2.66 -4.69
H -1.37 -2.92 -3.12
H -2.02 -4.02 -1.21
H -1.85 -5.75 -2.33
H -3.57 -6.21 -2.04
H -2.30 -6.62 -0.94
H -3.88 -5.84 2.73
H -2.09 -6.84 1.89
H -1.42 -2.54 2.06
H -2.19 -3.95 2.96
H -3.40 -2.34 4.32
H -2.54 -1.02 3.37
H -0.78 -3.21 4.31
H -1.61 -2.39 5.59
H 0.42 -1.36 5.07
H -0.75 -0.70 2.45
H 0.36 0.34 3.26
H 1.03 -3.40 3.51
H 2.98 -4.40 2.32
H 4.33 -3.07 0.72
H 3.67 -0.71 0.26
H 2.48 1.11 1.38
H -4.55 -3.76 3.16
H -6.54 -2.53 3.09
H -6.71 -0.56 1.21
H -7.60 -2.04 1.20
H -6.08 -1.86 0.24
H -2.91 0.76 -0.18
H -4.26 0.42 0.83
H -1.38 1.20 1.65
H -2.78 2.25 1.55
H -2.74 1.05 2.84
H -4.21 0.56 -3.89
H -2.77 -0.48 -3.50
H -4.22 -1.18 -4.20
H -6.73 -0.57 -2.02
C 2.85 4.41 0.13
Br 1.59 5.26 1.31
Br 4.14 3.37 1.12
Br 1.96 3.35 -1.22
H 3.39 5.19 -0.38
C 2.82 9.32 0.73
Br 4.22 8.00 0.57
Br 1.64 9.28 -0.79
Br 1.86 9.12 2.39
H 3.29 10.29 0.75
C 8.06 7.57 1.08
Br 7.84 5.93 0.09
Br 8.49 7.24 2.93
Br 9.35 8.74 0.25
H 7.11 8.08 1.06
C -0.01 -6.68 -5.02
Br -1.89 -7.12 -4.96
Br 0.43 -5.52 -6.49
Br 0.56 -5.93 -3.34
H 0.54 -7.60 -5.17
C 11.51 9.99 3.81
Br 12.75 8.55 4.13
Br 10.26 10.19 5.27
Br 12.43 11.65 3.44
H 10.94 9.73 2.93
C -8.67 1.82 -3.52
Br -8.73 0.29 -4.69
Br -8.34 1.30 -1.69
Br -7.39 3.12 -4.13
H -9.64 2.29 -3.55
C -2.23 -5.13 -9.16
Br -1.78 -3.84 -10.53
Br -3.48 -4.42 -7.88
Br -2.85 -6.79 -9.91
H -1.32 -5.35 -8.62
C 3.88 1.39 5.17
Br 2.92 0.08 4.11
Br 5.10 2.38 4.05
Br 2.67 2.55 6.13
H 4.47 0.87 5.91
C -2.14 10.96 -0.24
Br -2.29 9.30 -1.22
Br -1.73 10.66 1.62
Br -0.88 12.16 -1.07
H -3.11 11.44 -0.28
C 4.28 -8.28 -3.97
Br 4.27 -6.56 -3.11
Br 5.63 -9.44 -3.23
Br 2.54 -9.12 -3.96
H 4.54 -8.11 -5.01
C 12.92 9.54 -1.09
Br 12.71 7.89 -2.08
Br 13.34 9.21 0.76
Br 14.21 10.70 -1.92
H 11.97 10.05 -1.12
C -5.05 -9.24 -6.83
Br -5.39 -8.55 -8.59
Br -3.41 -10.25 -6.76
Br -5.07 -7.81 -5.52
H -5.85 -9.92 -6.58
C 9.74 13.41 1.37
Br 10.42 15.17 0.95
Br 7.92 13.48 2.02
Br 9.90 12.21 -0.13
H 10.35 13.01 2.17
C 1.76 -0.75 8.78
Br 2.79 -1.49 7.32
Br 2.76 0.57 9.75
Br 0.06 -0.07 8.17
H 1.55 -1.56 9.46
*
```


# 2
Computed, not measured: a structure of composition C40H54BrIrN4O2Se, with ωB97M-V with the def2-TZVPD basis set.

relative energy (zero: lowest compared OMol25 entry of this formula, charge and spin): 0.0 kcal per mole
HOMO-LUMO gap (spin up / spin down): 8.17 / 5.05 eV
largest force on an atom: 0.0079 hartree/bohr

```
! RIJCOSX wB97M-V def2-TZVPD def2/J DEFGRID3
* xyz 3 6
Ir -0.16 0.05 0.35
C 5.83 4.47 -1.60
C 5.13 4.86 -0.29
C 5.98 4.40 0.91
C 4.97 6.37 -0.24
C 3.80 4.13 -0.21
C 3.79 2.71 -0.33
C 2.62 2.04 -0.28
Br 2.61 0.16 -0.46
C 1.35 2.71 -0.11
O 0.25 2.05 -0.11
C 1.36 4.15 0.05
C 2.58 4.78 -0.02
C 0.12 5.03 0.26
C -1.22 4.29 0.40
C 0.32 5.85 1.54
C 0.01 5.98 -0.95
H 6.76 5.03 -1.68
H 5.22 4.72 -2.47
H 6.09 3.41 -1.65
H 6.95 4.89 0.85
H 6.16 3.32 0.90
H 5.52 4.67 1.85
H 5.95 6.84 -0.31
H 4.53 6.71 0.70
H 4.36 6.75 -1.06
H 4.72 2.17 -0.46
H 2.60 5.86 0.08
H -1.24 3.60 1.24
H -1.48 3.75 -0.51
H -1.99 5.04 0.57
H 0.44 5.21 2.42
H -0.55 6.48 1.71
H 1.19 6.51 1.49
H -0.11 5.42 -1.88
H 0.89 6.62 -1.04
H -0.86 6.62 -0.82
C -5.73 -2.20 0.28
C -5.66 -2.05 -1.23
C -4.78 -3.10 -1.90
C -3.29 -2.88 -1.69
N -2.82 -1.70 -2.43
C -2.54 -0.48 -1.94
Se -2.66 -0.03 -0.10
N -2.21 0.36 -2.92
C -2.02 1.81 -2.82
C -3.25 2.56 -3.33
C -4.52 2.31 -2.53
C -4.51 2.93 -1.14
C -2.27 -0.35 -4.12
C -2.01 0.05 -5.43
C -2.15 -0.92 -6.40
C -2.53 -2.24 -6.08
C -2.78 -2.63 -4.79
C -2.65 -1.65 -3.81
H -6.39 -1.46 0.73
H -4.75 -2.10 0.76
H -6.12 -3.19 0.55
H -5.32 -1.05 -1.51
H -6.67 -2.13 -1.64
H -4.99 -3.15 -2.98
H -5.02 -4.09 -1.51
H -2.69 -3.72 -2.05
H -3.04 -2.73 -0.64
H -1.13 2.06 -3.40
H -1.81 2.04 -1.77
H -3.41 2.30 -4.38
H -3.01 3.63 -3.32
H -4.71 1.23 -2.47
H -5.37 2.70 -3.09
H -3.71 2.54 -0.50
H -5.45 2.76 -0.62
H -4.36 4.01 -1.21
H -1.72 1.06 -5.69
H -1.97 -0.66 -7.43
H -2.63 -2.96 -6.88
H -3.07 -3.64 -4.55
C 1.89 -3.32 4.55
N 1.63 -3.32 3.11
N 0.92 -2.30 2.51
C 0.49 -2.75 1.29
O -0.16 -1.99 0.46
C 0.87 -4.08 1.16
C 1.55 -4.41 2.32
C 2.09 -5.72 2.75
C 1.14 -0.93 2.82
C 0.02 -0.08 2.82
C 0.21 1.29 3.04
C 1.48 1.79 3.26
C 2.57 0.93 3.29
C 2.41 -0.43 3.05
H 1.95 -2.30 4.90
H 2.84 -3.81 4.72
H 1.09 -3.85 5.07
H 0.66 -4.73 0.32
H 1.98 -6.45 1.96
H 1.55 -6.08 3.63
H 3.15 -5.65 3.01
H -0.97 -0.52 2.88
H -0.65 1.94 3.07
H 1.62 2.85 3.44
H 3.56 1.32 3.49
H 3.27 -1.09 3.03
*
```


# 3
Computed, not measured: a structure of composition C40H54CrF5N2O2S, with ωB97M-V with the def2-TZVPD basis set.

relative energy (zero: lowest compared OMol25 entry of this formula, charge and spin): 69.1 kcal per mole
HOMO-LUMO gap (spin up / spin down): 6.37 / 7.62 eV
largest force on an atom: 0.0124 hartree/bohr

```
! RIJCOSX wB97M-V def2-TZVPD def2/J DEFGRID3
* xyz 0 4
Cr 0.06 -0.09 -0.87
C 1.83 1.67 1.31
N 0.50 1.69 0.70
C 0.31 2.94 -0.04
C -0.51 1.52 1.75
C -1.87 1.24 1.16
N -1.79 0.09 0.23
C -1.69 -1.20 0.95
C 1.11 -2.10 1.01
C 1.30 -2.78 2.19
C 2.59 -2.92 2.70
C 3.64 -2.41 1.93
C 3.48 -1.71 0.74
C 2.16 -1.47 0.33
O 1.86 -0.60 -0.66
C 4.68 -1.28 -0.11
C 5.99 -1.80 0.47
C 4.52 -1.87 -1.52
C 4.79 0.24 -0.22
C 2.79 -3.64 4.03
C 1.98 -4.94 4.05
C 2.29 -2.72 5.16
C 4.26 -3.98 4.28
C -2.96 0.10 -0.70
C -2.85 1.26 -1.64
C -3.78 2.28 -1.66
C -3.63 3.36 -2.53
C -2.49 3.37 -3.33
C -1.50 2.38 -3.32
C -1.73 1.28 -2.48
O -0.92 0.21 -2.42
C -0.29 2.57 -4.25
C 0.29 3.98 -4.06
C 0.87 1.59 -4.00
C -0.75 2.40 -5.70
C -4.64 4.50 -2.64
C -5.80 4.33 -1.66
C -5.21 4.54 -4.06
C -3.94 5.83 -2.33
H 1.95 2.51 2.00
H 2.59 1.75 0.53
H 1.99 0.74 1.84
H 0.37 3.81 0.63
H -0.64 2.96 -0.56
H 1.10 3.04 -0.78
H -0.57 2.41 2.39
H -0.18 0.69 2.39
H -2.22 2.09 0.58
H -2.61 1.04 1.94
H -2.60 -1.79 0.90
H -1.42 -1.08 2.00
H 0.45 -3.22 2.68
H 4.65 -2.59 2.28
H 5.99 -2.89 0.57
H 6.21 -1.37 1.45
H 6.81 -1.53 -0.20
H 4.38 -2.96 -1.47
H 5.42 -1.68 -2.11
H 3.67 -1.44 -2.04
H 4.91 0.70 0.77
H 3.91 0.66 -0.70
H 5.67 0.50 -0.81
H 0.90 -4.76 4.05
H 2.22 -5.52 4.94
H 2.20 -5.56 3.17
H 1.23 -2.50 5.04
H 2.84 -1.78 5.17
H 2.43 -3.20 6.13
H 4.67 -4.60 3.48
H 4.34 -4.54 5.21
H 4.88 -3.09 4.38
H -3.88 0.14 -0.11
H -2.93 -0.85 -1.24
H -4.64 2.23 -1.00
H -2.35 4.20 -4.00
H 0.61 4.14 -3.03
H -0.42 4.77 -4.31
H 1.16 4.11 -4.70
H 1.26 1.68 -2.98
H 1.68 1.85 -4.68
H 0.59 0.56 -4.17
H -1.52 3.13 -5.96
H -1.17 1.41 -5.86
H 0.09 2.53 -6.38
H -6.36 3.41 -1.85
H -6.49 5.17 -1.77
H -5.45 4.32 -0.62
H -5.72 3.61 -4.30
H -4.42 4.68 -4.81
H -5.92 5.36 -4.16
H -3.51 5.83 -1.33
H -4.65 6.66 -2.40
H -3.13 6.04 -3.04
F -2.68 -7.09 4.60
C -2.36 -6.09 3.78
C -1.46 -6.29 2.74
F -0.90 -7.50 2.59
C -1.15 -5.22 1.91
F -0.23 -5.47 0.93
C -1.68 -3.96 2.04
S -0.42 -2.18 0.10
C -2.56 -3.82 3.08
F -3.14 -2.59 3.34
C -2.92 -4.83 3.96
F -3.79 -4.64 4.97
*
```


Question: Among the records above, which one has the lowest relative energy (zero: lowest compared OMol25 entry of this formula, charge and spin)?
Answer: C40H54BrIrN4O2Se


Question: relative energy (zero: lowest compared OMol25 entry of this formula, charge and spin) of number 1 (C40H54Br42FI3N3O3P2S)?
Answer: 28.1 kcal per mole


Copy entry 2 word for word.
Computed, not measured: a structure of composition C40H54BrIrN4O2Se, with ωB97M-V with the def2-TZVPD basis set.

relative energy (zero: lowest compared OMol25 entry of this formula, charge and spin): 0.0 kcal per mole
HOMO-LUMO gap (spin up / spin down): 8.17 / 5.05 eV
largest force on an atom: 0.0079 hartree/bohr

```
! RIJCOSX wB97M-V def2-TZVPD def2/J DEFGRID3
* xyz 3 6
Ir -0.16 0.05 0.35
C 5.83 4.47 -1.60
C 5.13 4.86 -0.29
C 5.98 4.40 0.91
C 4.97 6.37 -0.24
C 3.80 4.13 -0.21
C 3.79 2.71 -0.33
C 2.62 2.04 -0.28
Br 2.61 0.16 -0.46
C 1.35 2.71 -0.11
O 0.25 2.05 -0.11
C 1.36 4.15 0.05
C 2.58 4.78 -0.02
C 0.12 5.03 0.26
C -1.22 4.29 0.40
C 0.32 5.85 1.54
C 0.01 5.98 -0.95
H 6.76 5.03 -1.68
H 5.22 4.72 -2.47
H 6.09 3.41 -1.65
H 6.95 4.89 0.85
H 6.16 3.32 0.90
H 5.52 4.67 1.85
H 5.95 6.84 -0.31
H 4.53 6.71 0.70
H 4.36 6.75 -1.06
H 4.72 2.17 -0.46
H 2.60 5.86 0.08
H -1.24 3.60 1.24
H -1.48 3.75 -0.51
H -1.99 5.04 0.57
H 0.44 5.21 2.42
H -0.55 6.48 1.71
H 1.19 6.51 1.49
H -0.11 5.42 -1.88
H 0.89 6.62 -1.04
H -0.86 6.62 -0.82
C -5.73 -2.20 0.28
C -5.66 -2.05 -1.23
C -4.78 -3.10 -1.90
C -3.29 -2.88 -1.69
N -2.82 -1.70 -2.43
C -2.54 -0.48 -1.94
Se -2.66 -0.03 -0.10
N -2.21 0.36 -2.92
C -2.02 1.81 -2.82
C -3.25 2.56 -3.33
C -4.52 2.31 -2.53
C -4.51 2.93 -1.14
C -2.27 -0.35 -4.12
C -2.01 0.05 -5.43
C -2.15 -0.92 -6.40
C -2.53 -2.24 -6.08
C -2.78 -2.63 -4.79
C -2.65 -1.65 -3.81
H -6.39 -1.46 0.73
H -4.75 -2.10 0.76
H -6.12 -3.19 0.55
H -5.32 -1.05 -1.51
H -6.67 -2.13 -1.64
H -4.99 -3.15 -2.98
H -5.02 -4.09 -1.51
H -2.69 -3.72 -2.05
H -3.04 -2.73 -0.64
H -1.13 2.06 -3.40
H -1.81 2.04 -1.77
H -3.41 2.30 -4.38
H -3.01 3.63 -3.32
H -4.71 1.23 -2.47
H -5.37 2.70 -3.09
H -3.71 2.54 -0.50
H -5.45 2.76 -0.62
H -4.36 4.01 -1.21
H -1.72 1.06 -5.69
H -1.97 -0.66 -7.43
H -2.63 -2.96 -6.88
H -3.07 -3.64 -4.55
C 1.89 -3.32 4.55
N 1.63 -3.32 3.11
N 0.92 -2.30 2.51
C 0.49 -2.75 1.29
O -0.16 -1.99 0.46
C 0.87 -4.08 1.16
C 1.55 -4.41 2.32
C 2.09 -5.72 2.75
C 1.14 -0.93 2.82
C 0.02 -0.08 2.82
C 0.21 1.29 3.04
C 1.48 1.79 3.26
C 2.57 0.93 3.29
C 2.41 -0.43 3.05
H 1.95 -2.30 4.90
H 2.84 -3.81 4.72
H 1.09 -3.85 5.07
H 0.66 -4.73 0.32
H 1.98 -6.45 1.96
H 1.55 -6.08 3.63
H 3.15 -5.65 3.01
H -0.97 -0.52 2.88
H -0.65 1.94 3.07
H 1.62 2.85 3.44
H 3.56 1.32 3.49
H 3.27 -1.09 3.03
*
```